Record 1
A structure of composition C8H12CaN2O3S at a distorted geometry, computed with ωB97M-V/def2-TZVPD.

Last column: Löwdin charge in e.
Cartesian coordinates (Å):
O (-4.5715, -3.2162, -2.2091)  0.11
C (-3.9549, -2.2867, -1.9734)  0.04
Ca (-2.0442, 0.1670, -1.2057)  1.03
C (-3.9754, 1.1945, -0.0448)  0.01
C (-2.5337, 1.0191, -3.5195)  0.02
O (-4.7966, 1.7580, 0.5304)  0.17
O (-2.7356, 1.5175, -4.5456)  0.16
C (-0.0127, 0.1913, 2.9243)  -0.07
N (0.8932, 0.2088, 1.7835)  -0.17
C (1.8401, 1.3282, 1.7314)  -0.02
C (0.5305, -0.4397, 0.6496)  -0.70
S (-0.9463, -1.3495, 0.6311)  0.60
N (1.3579, -0.3465, -0.4462)  -0.20
C (2.8154, -0.4797, -0.2699)  -0.02
C (0.8366, -0.7176, -1.7831)  -0.09
H (0.4816, 0.6990, 3.7534)  0.11
H (-0.2094, -0.8396, 3.2066)  0.08
H (-0.9700, 0.6817, 2.7111)  0.09
H (2.8590, 0.9911, 1.9541)  0.10
H (1.8429, 1.8463, 0.7656)  0.10
H (1.5754, 2.0485, 2.5164)  0.11
H (3.2044, -1.1264, -1.0631)  0.10
H (3.2934, 0.5037, -0.3670)  0.10
H (3.0557, -0.9246, 0.7022)  0.11
H (0.1805, -1.6081, -1.7447)  0.07
H (0.3043, 0.1388, -2.2535)  0.06
H (1.6793, -0.9592, -2.4342)  0.11

Properties
2S+1: 1
Energy above the lowest of the compared OMol25 structures with the same formula, charge and spin (kcal per mole): 19.0
Net charge: +2


Record 2
A structure of composition C8H12Cl2HfO at a distorted geometry, computed with ωB97M-V/def2-TZVPD.

Last column: Löwdin charge in e.
Cartesian coordinates (Å):
Hf (0.7838, -0.2662, 1.9831)  0.65
Cl (0.5837, -2.5782, 2.0893)  0.01
Cl (1.6671, 1.5870, 3.1279)  0.03
C (2.2119, -0.2059, 0.5524)  -0.29
H (2.9334, 0.6242, 0.4989)  0.04
H (2.5952, -1.1049, 0.0636)  0.04
C (-0.5021, 0.4666, 0.4800)  -0.40
C (0.7577, 0.3238, -0.2309)  -0.43
H (-0.4736, 1.1676, 1.4097)  0.06
C (0.6278, -0.6258, -1.4911)  -0.18
H (1.0387, 1.3532, -0.5614)  0.14
C (-0.5325, -0.2235, -2.3885)  -0.21
H (1.5901, -0.6042, -2.0183)  0.11
H (0.4778, -1.6545, -1.1239)  0.11
C (-1.8516, -0.0714, -1.6138)  -0.19
H (-0.2639, 0.7141, -2.9063)  0.12
H (-0.6124, -0.9794, -3.1813)  0.11
C (-1.6813, 0.8239, -0.3790)  -0.21
H (-2.6201, 0.3201, -2.3016)  0.11
H (-2.1844, -1.0582, -1.2878)  0.11
H (-1.5316, 1.8502, -0.7506)  0.12
H (-2.5803, 0.8816, 0.2436)  0.11
O (-0.2529, -0.3323, 5.4643)  0.11
C (-0.1805, -0.4078, 4.3216)  -0.10

Properties
2S+1: 1
Energy above the lowest of the compared OMol25 structures with the same formula, charge and spin (kcal per mole): 0.0
Net charge: 0


Record 3
A structure of composition C8H12Cl2N2O3STlV at a distorted geometry, computed with ωB97M-V/def2-TZVPD.

Last column: Löwdin charge in e.
Cartesian coordinates (Å):
Tl (0.3329, -1.2618, -4.4846)  0.92
V (0.2461, 0.2112, -1.7533)  -0.01
Cl (-1.1638, 1.0158, -3.1998)  0.38
Cl (2.1736, -0.7249, -2.3566)  0.29
C (-0.6860, -1.1736, -1.0540)  -0.15
C (-0.5023, 0.7645, -7.8576)  -0.01
C (0.5297, -1.6873, -7.6142)  -0.06
O (-1.3157, -2.0337, -0.5555)  0.29
O (-0.2985, 1.0912, -8.9367)  0.09
O (0.6264, -1.9373, -8.7270)  0.13
C (2.4483, 0.4051, 1.4526)  0.01
N (1.1820, 0.1319, 2.1374)  -0.04
C (1.2920, -0.7372, 3.3037)  0.06
C (0.0338, 0.6075, 1.6251)  -0.48
S (0.1736, 1.4473, 0.0647)  0.92
N (-1.1619, 0.5973, 2.2344)  -0.04
C (-1.4407, -0.0228, 3.5270)  0.07
C (-2.3308, 1.1987, 1.5900)  0.04
H (3.2563, 0.2670, 2.1776)  0.14
H (2.4580, 1.4461, 1.1104)  0.11
H (2.6055, -0.2520, 0.5795)  0.11
H (1.0163, -0.2120, 4.2291)  0.14
H (0.6978, -1.6584, 3.2019)  0.15
H (2.3477, -1.0168, 3.4018)  0.14
H (-2.4887, 0.1808, 3.7721)  0.14
H (-1.3041, -1.1125, 3.4928)  0.14
H (-0.8296, 0.4127, 4.3238)  0.14
H (-2.0643, 2.1403, 1.1085)  0.11
H (-2.7584, 0.5185, 0.8382)  0.14
H (-3.0754, 1.3944, 2.3682)  0.14

Properties
2S+1: 3
Energy above the lowest of the compared OMol25 structures with the same formula, charge and spin (kcal per mole): 0.0
<S²>: 2.07
Net charge: +4


Record 4
A structure of composition C8H12Cl3O10Pd at a distorted geometry, computed with ωB97M-V/def2-TZVPD.

Last column: Löwdin charge in e.
Cartesian coordinates (Å):
Pd (0.0969, -4.0528, 2.5517)  0.88
Cl (0.2577, -1.4896, -0.0211)  0.71
O (-0.4583, -1.7411, -1.2141)  -0.25
O (-0.0609, -2.5407, 0.9428)  -0.43
O (1.6758, -1.4624, -0.2286)  -0.29
O (-0.1305, -0.2059, 0.5580)  -0.29
C (-3.5908, -2.6959, -0.4697)  -0.11
C (-3.8851, -1.2929, -1.0298)  -0.10
O (-4.4097, -0.6105, 0.1114)  0.07
C (-4.0403, -1.2479, 1.2395)  -0.57
O (-4.2503, -0.8640, 2.3414)  0.17
O (-3.4846, -2.4552, 0.9342)  0.03
H (-2.6871, -3.1061, -0.9046)  0.11
H (-4.4691, -3.3225, -0.6350)  0.13
H (-4.6232, -1.2361, -1.8231)  0.13
H (-2.9621, -0.8268, -1.3821)  0.11
C (2.0336, 1.2285, 1.4995)  -0.08
C (1.2919, 2.5334, 1.2557)  -0.13
O (1.1413, 3.0541, 2.5616)  0.13
C (1.9566, 2.4246, 3.4315)  -0.47
O (2.2422, 2.7515, 4.5096)  0.28
O (2.4485, 1.2595, 2.8089)  0.19
H (2.8788, 0.9628, 0.8452)  0.17
H (1.2835, 0.3620, 1.3449)  0.16
H (0.2971, 2.3039, 0.8710)  0.12
H (1.8885, 3.1316, 0.5566)  0.12
Cl (0.9856, 2.4698, -1.7346)  0.66
C (1.7167, 1.2032, -2.7537)  -0.62
C (3.1439, 0.8617, -2.4278)  -0.65
Cl (4.2673, 2.0694, -3.1173)  0.57
H (1.6331, 1.4499, -3.8101)  0.08
H (1.0675, 0.3375, -2.6152)  0.06
H (3.3927, -0.1142, -2.8352)  0.08
H (3.3529, 0.8613, -1.3613)  0.04

Properties
2S+1: 3
Energy above the lowest of the compared OMol25 structures with the same formula, charge and spin (kcal per mole): 0.0
<S²>: 2.01
Net charge: +1


Record 5
A cluster of 5 separate species, C8H12Cl9NO3 in total at a distorted geometry, computed with ωB97M-V/def2-TZVPD.

Last column: Löwdin charge in e.
Cartesian coordinates (Å):
C (24.6892, -17.4150, 17.6169)  -0.10
C (24.5842, -18.2605, 18.8443)  -0.26
N (24.4932, -18.9085, 19.8068)  0.11
H (25.7315, -17.1030, 17.5504)  0.08
H (24.0141, -16.5603, 17.5728)  0.03
H (24.3652, -18.0222, 16.7717)  0.04
C (20.2846, -9.1338, 17.5171)  -0.07
O (20.7737, -10.4462, 17.4301)  0.00
C (20.6168, -11.2358, 16.3217)  -0.53
O (21.2458, -12.2746, 16.1987)  0.07
O (19.6565, -10.7394, 15.5032)  -0.03
C (19.1461, -11.4494, 14.3672)  -0.05
H (19.2645, -8.8581, 17.2500)  0.10
H (20.9883, -8.4258, 17.0794)  0.10
H (20.3827, -8.9252, 18.5824)  0.09
H (18.9573, -12.5146, 14.5003)  0.08
H (19.9187, -11.5301, 13.6025)  0.04
H (18.2236, -11.0139, 13.9832)  0.10
C (23.9744, -10.8765, 13.3318)  -1.54
Cl (25.0971, -10.5519, 11.9757)  0.51
Cl (22.7801, -9.6197, 13.3694)  0.55
Cl (24.8782, -10.9800, 14.8829)  0.52
H (23.3278, -11.7267, 13.1145)  -0.06
C (21.4464, -15.2091, 14.2121)  -1.47
Cl (22.7795, -15.5429, 15.3847)  0.54
Cl (21.4195, -16.4477, 12.9652)  0.56
Cl (21.6699, -13.6294, 13.4811)  0.61
H (20.5637, -15.1506, 14.8489)  0.03
C (24.7582, -17.9844, 12.3419)  -1.51
Cl (23.6423, -19.2804, 11.8717)  0.52
Cl (26.1188, -17.7703, 11.1846)  0.51
Cl (25.3992, -18.2749, 13.9840)  0.50
H (24.2249, -17.0389, 12.4401)  -0.03

Properties
2S+1: 1
Energy above the lowest of the compared OMol25 structures with the same formula, charge and spin (kcal per mole): 20.1
SMILES: COC(=O)OC.ClC(Cl)Cl.ClC(Cl)Cl.ClC(Cl)Cl.CC#N
Net charge: 0


Record 6
A cluster of 2 separate species, C8H12ClN2OP in total at a distorted geometry, computed with ωB97M-V/def2-TZVPD.

Last column: Löwdin charge in e.
Cartesian coordinates (Å):
C (1.4350, -3.4704, 0.5147)  -0.08
C (2.5617, -3.2461, -0.2638)  -0.08
C (0.4407, -2.5050, 0.5624)  -0.12
C (2.6304, -2.0526, -0.9856)  -0.13
C (0.5830, -1.3432, -0.1475)  -0.12
C (1.5829, -1.1458, -1.0512)  -0.68
C (-2.7581, 1.8537, -1.2227)  -0.09
C (-0.3672, 2.8716, 1.2969)  -0.16
N (-1.4556, 1.2986, -0.7537)  -0.23
N (-0.0127, 1.4571, 1.3129)  -0.17
O (-2.3364, 0.0423, 1.3176)  -0.31
P (-1.1520, 0.4553, 0.5787)  0.63
Cl (1.7830, 0.2984, -2.0537)  0.63
H (1.4435, -4.2265, 1.2609)  0.10
H (3.2903, -3.9587, -0.1583)  0.07
H (-0.3639, -2.6698, 1.1867)  0.07
H (3.4293, -1.9999, -1.8395)  0.14
H (-2.9538, 1.7444, -2.3157)  0.09
H (-3.5794, 1.2658, -0.6474)  0.10
H (-2.7394, 2.8646, -0.8521)  0.05
H (0.5537, 3.5015, 1.3249)  0.09
H (-0.8819, 3.1016, 0.3410)  0.05
H (-1.0472, 3.2702, 2.0533)  0.07
H (-0.7503, 1.3134, -1.4369)  0.03
H (0.6644, 1.2796, 1.9779)  0.06

Properties
2S+1: 1
Net charge: 0


Number 1: calculated total energy -46871.66221 eV. Number 2: calculated total energy -36890.56001 eV. Number 3: calculated total energy -83824.62783 eV. Number 4: calculated total energy -69992.83418 eV. Number 5: calculated total energy -128823.45696 eV. Number 6: calculated total energy -35327.89837 eV.